Record 1
Molecular formula: C19H60N14O11
Method: DFT, the ωB97M-V functional and the def2-TZVPD basis

## Properties
SMILES = NC(N)=O.NC(N)=O.NC(N)=O.NC(N)=O.NC(N)=O.NC(N)=O.NC(N)=O.CC(C)O.CC(C)O.CC(C)O.CC(C)O
Energy above the lowest of the compared OMol25 structures with the same formula, charge and spin = 0.0 kJ/mol
Strongest force on any atom = 3.2 eV/Å
HOMO level = -9.4 eV
E_LUMO = 0.03 eV

XYZ file:
```
104
Properties=species:S:1:pos:R:3:lowdin_charge:R:1
N -0.529 -3.757 2.673 0.186
C 0.669 -3.352 2.249 -0.628
N 1.595 -3.348 3.225 0.193
O 0.873 -2.948 1.084 -0.054
H -0.747 -3.798 3.652 0.107
H -1.313 -3.714 2.042 0.119
H 2.536 -3.120 2.919 0.059
H 1.416 -3.827 4.087 0.116
N -1.101 3.246 2.241 0.168
C -1.859 4.291 1.898 -0.697
N -1.809 4.635 0.587 0.171
O -2.458 4.964 2.741 0.006
H -0.931 2.943 3.182 0.101
H -0.627 2.694 1.540 0.057
H -1.489 3.958 -0.096 0.054
H -2.468 5.330 0.283 0.108
N -2.911 0.310 1.811 0.178
C -3.300 -0.766 2.547 -0.692
N -2.445 -1.165 3.508 0.148
O -4.441 -1.228 2.490 0.002
H -1.975 0.631 1.995 0.069
H -3.377 0.565 0.948 0.076
H -2.925 -1.517 4.321 0.110
H -1.657 -0.557 3.671 0.055
N 1.845 3.952 0.846 0.170
C 3.147 3.847 1.226 -0.698
N 3.848 2.931 0.517 0.148
O 3.636 4.502 2.151 0.012
H 1.135 4.512 1.288 0.097
H 1.514 3.083 0.448 0.039
H 4.814 3.199 0.658 0.113
H 3.526 2.583 -0.369 0.094
N 5.921 -3.067 0.864 0.159
C 4.643 -2.996 1.305 -0.661
N 3.755 -3.546 0.414 0.170
O 4.362 -2.587 2.429 0.007
H 6.664 -2.952 1.529 0.114
H 6.030 -3.235 -0.118 0.096
H 4.055 -3.562 -0.542 0.086
H 2.781 -3.597 0.687 0.064
N 1.976 -0.199 0.541 0.188
C 0.807 0.178 0.017 -0.655
N -0.119 -0.769 -0.205 0.219
O 0.462 1.386 -0.003 -0.055
H 1.903 -1.156 0.879 0.088
H 2.650 0.495 0.820 0.103
H 0.098 -1.737 0.028 0.071
H -1.056 -0.407 -0.317 0.103
N 1.278 -0.140 -3.389 0.171
C 2.475 -0.745 -3.451 -0.705
N 3.043 -1.020 -2.260 0.172
O 2.979 -1.099 -4.521 0.004
H 0.752 0.000 -4.232 0.114
H 0.813 -0.017 -2.508 0.065
H 3.746 -1.714 -2.112 0.088
H 2.504 -0.753 -1.444 0.045
C -4.470 -1.202 -1.739 -0.035
C -3.912 0.210 -2.052 -0.470
C -5.070 1.139 -2.460 -0.055
O -3.229 0.800 -0.965 -0.093
H -5.100 -1.582 -2.542 0.080
H -5.030 -1.175 -0.805 0.083
H -3.630 -1.893 -1.658 0.056
H -3.293 0.145 -2.955 0.128
H -5.849 1.111 -1.692 0.086
H -5.570 0.907 -3.400 0.081
H -4.747 2.183 -2.480 0.058
H -3.088 1.731 -1.200 0.067
C 1.880 1.252 3.565 -0.065
C 1.676 0.085 4.505 -0.480
C 2.233 0.381 5.889 -0.047
O 0.277 -0.149 4.592 -0.072
H 2.923 1.562 3.435 0.090
H 1.525 2.220 3.938 0.090
H 1.437 1.031 2.597 0.048
H 2.155 -0.778 4.043 0.121
H 1.689 1.178 6.399 0.086
H 3.260 0.752 5.839 0.085
H 2.285 -0.520 6.500 0.079
H -0.088 0.619 5.045 0.090
C -2.093 4.049 -3.310 -0.030
C -1.006 3.084 -2.792 -0.425
C 0.354 3.841 -2.639 -0.047
O -1.344 2.606 -1.486 -0.138
H -2.250 4.060 -4.388 0.081
H -1.928 5.050 -2.916 0.083
H -3.042 3.629 -2.965 0.057
H -0.876 2.181 -3.393 0.124
H 0.484 4.423 -3.554 0.079
H 1.190 3.162 -2.463 0.063
H 0.413 4.569 -1.828 0.073
H -0.553 2.279 -1.022 0.023
C -0.257 -2.953 -3.413 -0.059
C -1.370 -3.844 -3.932 -0.476
C -0.905 -5.268 -4.332 -0.048
O -2.538 -3.870 -3.104 -0.059
H 0.399 -3.545 -2.767 0.081
H -0.687 -2.128 -2.850 0.060
H 0.390 -2.641 -4.231 0.079
H -1.709 -3.377 -4.864 0.125
H -1.229 -6.044 -3.636 0.075
H 0.183 -5.327 -4.382 0.071
H -1.334 -5.557 -5.292 0.070
H -3.274 -4.221 -3.611 0.089
```

Record 2
Molecular formula: CH9N2Si
Method: DFT, the ωB97M-V functional and the def2-TZVPD basis

## Properties
Energy above the lowest of the compared OMol25 structures with the same formula, charge and spin = 362.7 kJ/mol
Net charge = +1
Strongest force on any atom = 3.2 eV/Å
HOMO level (alpha / beta) = -11.6 / -11.6 eV
E_LUMO (alpha / beta) = -5.16 / -5.16 eV

XYZ file:
```
13
Properties=species:S:1:pos:R:3:lowdin_charge:R:1
C 1.412 -0.816 -0.049 -0.179
N -0.102 -0.764 0.146 -0.146
N 1.977 0.605 0.048 0.122
Si -2.331 0.201 -0.092 0.905
H 1.479 -1.006 -1.067 0.027
H -0.440 -1.561 -0.385 0.067
H -0.114 -0.991 1.124 0.048
H 2.848 0.644 -0.454 0.150
H 1.993 0.754 1.035 0.137
H 1.560 1.302 -0.522 0.125
H -2.377 -0.592 1.180 -0.068
H -1.587 1.541 -0.188 -0.084
H -3.376 -0.064 -1.062 -0.106
```

Record 3
Molecular formula: C20H21LuN6O3S
Method: DFT, the ωB97M-V functional and the def2-TZVPD basis

## Properties
Energy above the lowest of the compared OMol25 structures with the same formula, charge and spin = 15.2 kJ/mol
Strongest force on any atom = 1.0 eV/Å
HOMO level = -6.9 eV
E_LUMO = 0.32 eV

XYZ file:
```
52
Properties=species:S:1:pos:R:3:lowdin_charge:R:1
Lu -0.912 -0.251 -0.230 1.577
O 2.541 1.753 1.294 -0.028
C 1.625 0.923 1.145 -0.545
N 1.342 0.195 0.076 -0.085
C 2.219 0.434 -1.049 -0.176
C 1.525 0.223 -2.365 -0.261
C 2.241 0.316 -3.558 -0.013
C 1.587 0.138 -4.756 -0.053
C 0.225 -0.141 -4.752 -0.048
C -0.415 -0.226 -3.536 -0.111
N 0.219 -0.044 -2.369 -0.016
C 0.695 0.715 2.328 -0.195
C 1.236 0.684 3.604 0.013
C 0.371 0.462 4.660 -0.041
C -0.984 0.277 4.412 -0.043
C -1.428 0.296 3.104 -0.105
N -0.598 0.510 2.077 0.006
H 3.089 -0.235 -1.014 0.138
H 2.630 1.450 -1.032 0.124
H 3.301 0.529 -3.522 0.120
H 2.131 0.212 -5.689 0.111
H -0.329 -0.292 -5.666 0.107
H -1.471 -0.445 -3.473 0.098
H 2.295 0.843 3.733 0.122
H 0.742 0.423 5.676 0.111
H -1.687 0.103 5.213 0.108
H -2.469 0.127 2.854 0.112
N -0.467 5.401 -0.456 0.076
C 0.058 4.188 -0.207 -0.916
N 1.111 4.154 0.614 0.123
S -0.625 2.830 -0.952 0.638
H -0.119 6.236 -0.020 0.103
H -1.308 5.447 -1.003 0.087
H 1.496 4.999 0.999 0.110
H 1.638 3.285 0.742 0.058
O -0.818 -2.083 1.078 -0.235
N -0.333 -2.797 0.166 -0.168
O -0.637 -2.334 -0.966 -0.243
C -3.008 0.323 -1.190 -0.301
C -4.127 0.017 -0.284 -0.362
C -4.479 0.918 0.734 -0.091
C -5.461 0.619 1.664 -0.116
C -6.132 -0.598 1.618 -0.121
C -5.800 -1.501 0.616 -0.104
C -4.818 -1.201 -0.315 -0.070
H -2.949 1.388 -1.437 -0.006
H -3.062 -0.223 -2.140 0.020
H -3.969 1.875 0.783 0.104
H -5.713 1.342 2.431 0.095
H -6.898 -0.834 2.344 0.090
H -6.317 -2.452 0.561 0.097
H -4.575 -1.925 -1.085 0.105
```

Record 4
Molecular formula: C35H30N2O8S5TeZr
Method: DFT, the ωB97M-V functional and the def2-TZVPD basis

## Properties
Energy above the lowest of the compared OMol25 structures with the same formula, charge and spin = 1244.4 kJ/mol
Net charge = -2
Strongest force on any atom = 8.5 eV/Å
HOMO level = -0.9 eV
E_LUMO = 3.68 eV

XYZ file:
```
82
Properties=species:S:1:pos:R:3:lowdin_charge:R:1
Zr 0.305 -0.199 -0.663 0.890
S -1.970 -1.090 -0.454 0.671
C -3.082 -0.672 -1.760 -0.621
C -4.398 -1.177 -1.791 -0.133
C -5.250 -0.867 -2.834 -0.130
C -4.823 -0.056 -3.885 -0.143
C -3.532 0.451 -3.875 -0.136
C -2.664 0.160 -2.828 -0.523
S -1.025 0.887 -2.789 0.881
C -1.518 2.343 -1.756 -0.457
C -0.100 2.841 -1.311 -0.519
C 0.281 4.048 -0.688 -0.175
C 1.621 4.228 -0.462 -0.058
C 2.566 3.206 -0.832 -0.056
C 2.100 2.066 -1.438 -0.343
C 2.959 0.835 -1.811 -0.271
S 2.809 -0.477 -0.524 0.985
C 2.991 -1.982 -1.610 -0.420
C 4.218 -2.643 -1.571 -0.122
C 4.456 -3.790 -2.311 -0.131
C 3.444 -4.302 -3.112 -0.130
C 2.215 -3.668 -3.160 -0.145
C 1.959 -2.506 -2.414 -0.616
S 0.329 -1.810 -2.542 0.569
N 0.793 1.892 -1.697 -0.187
H -4.728 -1.831 -0.993 0.088
H -6.254 -1.281 -2.841 0.085
H -5.488 0.168 -4.712 0.077
H -3.184 1.073 -4.694 0.091
H -2.161 2.051 -0.893 -0.075
H -2.047 3.083 -2.375 0.096
H -0.453 4.786 -0.413 0.111
H 1.967 5.133 0.023 0.108
H 3.616 3.323 -0.620 0.088
H 4.012 1.120 -1.898 0.080
H 2.643 0.463 -2.786 0.087
H 5.003 -2.256 -0.929 0.097
H 5.418 -4.289 -2.252 0.080
H 3.601 -5.206 -3.693 0.084
H 1.422 -4.082 -3.771 0.083
C -3.147 2.703 0.995 -0.298
Te -1.107 2.056 0.683 1.803
C -0.612 3.839 1.845 -0.312
C -1.907 4.526 2.200 -0.252
C -1.901 5.705 2.946 -0.050
C -3.087 6.338 3.277 -0.114
C -4.298 5.797 2.868 -0.115
C -4.315 4.625 2.131 -0.056
C -3.125 3.985 1.790 -0.264
H -3.680 1.943 1.562 0.074
H -3.629 2.878 0.029 0.071
H -0.003 4.515 1.270 0.024
H -0.094 3.545 2.751 0.052
H -0.958 6.132 3.270 0.110
H -3.070 7.254 3.856 0.089
H -5.228 6.289 3.128 0.089
H -5.264 4.204 1.817 0.109
C 4.020 1.653 1.686 -0.142
S 2.381 1.044 2.016 0.455
O 2.611 -0.052 2.906 -0.279
O 1.697 2.193 2.579 -0.340
O 1.853 0.630 0.665 -0.750
H 4.448 1.965 2.635 0.062
H 3.964 2.490 1.006 0.019
H 4.613 0.852 1.246 0.054
O 2.680 -2.462 0.964 -0.063
C 1.497 -2.796 0.807 -0.593
O 0.567 -2.149 0.277 -0.263
C 1.115 -4.167 1.328 -0.064
C 2.062 -4.982 1.935 0.002
C 1.720 -6.234 2.411 -0.010
C 0.411 -6.670 2.273 -0.171
C -0.553 -5.876 1.671 0.002
C -0.193 -4.626 1.201 0.024
N 0.042 -7.993 2.774 -0.363
O 0.909 -8.675 3.300 0.036
O -1.114 -8.359 2.644 0.042
H 3.075 -4.617 2.030 0.116
H 2.470 -6.852 2.880 0.107
H -1.572 -6.215 1.564 0.111
H -0.926 -3.985 0.727 0.117
O -0.399 -0.423 1.021 -0.929
```

Record 5
Molecular formula: C7H24ClINP2Re
Method: DFT, the ωB97M-V functional and the def2-TZVPD basis

## Properties
Net charge = +3
2S+1 = 4
Strongest force on any atom = 4.9 eV/Å
HOMO level (alpha / beta) = -17.8 / -19.4 eV
E_LUMO (alpha / beta) = -12.00 / -11.66 eV
Expectation value of S² = 3.79

XYZ file:
```
37
Properties=species:S:1:pos:R:3:lowdin_charge:R:1
C -1.932 0.293 2.387 -0.794
I -0.391 0.566 3.587 1.146
H -1.602 -0.182 1.407 -0.014
H -2.411 1.265 2.181 0.079
H -0.882 -0.608 0.345 -0.039
Re 1.550 -0.013 -1.318 0.639
P 0.577 1.960 -0.746 0.716
C 0.495 2.982 0.763 -0.220
C 2.377 2.084 -1.325 -0.291
H 2.229 2.840 -2.096 0.087
H -0.219 3.836 -2.086 0.085
H 2.864 1.167 -1.917 0.046
H -0.350 2.337 -2.973 0.045
H 1.227 2.639 1.507 0.047
H 3.079 2.380 -0.555 0.082
C -0.442 2.776 -1.982 -0.221
H 0.726 4.052 0.560 0.103
H -1.499 2.696 -1.676 0.081
H -0.481 2.940 1.191 0.023
P 0.051 -1.489 -0.448 0.685
C 0.108 -2.435 1.182 -0.247
C -0.729 -2.813 -1.582 -0.201
H 2.766 -1.347 -1.668 0.006
H 1.861 -2.865 -1.787 0.058
H 2.716 -2.441 -0.253 0.088
C 2.099 -2.084 -1.094 -0.213
H -0.638 -2.537 -2.669 0.050
H -0.234 -3.794 -1.455 0.076
H 0.354 -3.484 1.009 0.066
H -0.878 -2.397 1.677 0.038
H -1.796 -2.935 -1.377 0.063
H 0.838 -2.000 1.864 0.034
Cl 0.934 -0.266 -3.360 0.298
N -2.926 -0.613 3.033 0.116
H -2.389 -1.163 3.685 0.101
H -3.445 -1.255 2.395 0.197
H -3.610 -0.089 3.594 0.186
```

Record 6
Molecular formula: CH2OS2
Method: DFT, the ωB97M-V functional and the def2-TZVPD basis

## Properties
Energy above the lowest of the compared OMol25 structures with the same formula, charge and spin = 291.4 kJ/mol
Strongest force on any atom = 3.2 eV/Å
HOMO level (alpha / beta) = -9.5 / -8.8 eV
E_LUMO (alpha / beta) = -1.02 / -2.11 eV

XYZ file:
```
6
Properties=species:S:1:pos:R:3:lowdin_charge:R:1
C 0.265 0.174 -0.346 -0.881
O 1.027 1.817 -2.109 -0.649
S -0.007 1.800 -1.102 0.820
S 1.783 -0.438 -1.046 0.653
H 0.159 0.377 0.714 0.027
H -0.405 -0.545 -0.841 0.030
```

Record 7
Molecular formula: C5H4N2
Method: DFT, the ωB97M-V functional and the def2-TZVPD basis

## Properties
SMILES = [H]/N=C/[C@]1(C#C)C=N1
Energy above the lowest of the compared OMol25 structures with the same formula, charge and spin = 409.9 kJ/mol
Strongest force on any atom = 0.5 eV/Å
HOMO level = -9.6 eV
E_LUMO = 0.88 eV

XYZ file:
```
11
Properties=species:S:1:pos:R:3:lowdin_charge:R:1
H -2.133 -2.071 0.641 0.052
N -1.490 -1.588 0.012 0.125
C -1.023 -0.557 0.577 -0.198
C -0.051 0.334 -0.151 -0.444
C 1.286 -0.182 -0.368 -0.073
C 2.408 -0.596 -0.514 0.128
C -0.289 1.767 -0.172 -0.069
N -0.650 1.227 -1.242 0.215
H -1.283 -0.237 1.599 0.117
H 3.396 -0.972 -0.668 0.028
H -0.233 2.741 0.297 0.118
```

Record 8
Molecular formula: C45H44N8O7Zr
Method: DFT, the ωB97M-V functional and the def2-TZVPD basis

## Properties
Energy above the lowest of the compared OMol25 structures with the same formula, charge and spin = 2729.5 kJ/mol
Strongest force on any atom = 17.9 eV/Å
HOMO level = -6.2 eV
E_LUMO = -0.20 eV

XYZ file:
```
105
Properties=species:S:1:pos:R:3:lowdin_charge:R:1
Zr -0.584 0.608 0.568 1.615
C -1.880 3.217 -3.202 -0.051
N -2.748 2.242 -2.563 -0.127
C -3.742 1.611 -3.415 -0.028
C -2.360 1.745 -1.323 -0.340
O -1.372 2.149 -0.714 -0.060
C -3.200 0.656 -0.695 -0.097
O -2.640 0.378 0.581 -0.223
C -3.379 0.902 1.679 -0.173
C -2.470 1.891 2.368 -0.355
O -1.388 2.145 1.846 -0.008
N -2.901 2.467 3.556 -0.105
C -4.142 2.145 4.238 -0.020
C -2.011 3.389 4.244 -0.012
H -2.492 3.943 -3.745 0.099
H -1.268 3.755 -2.472 0.105
H -1.222 2.694 -3.902 0.063
H -4.277 2.383 -3.976 0.090
H -3.228 0.941 -4.110 0.102
H -4.469 1.034 -2.842 0.085
H -4.252 0.948 -0.639 0.131
H -3.102 -0.249 -1.302 0.143
H -4.307 1.398 1.379 0.153
H -3.592 0.070 2.356 0.128
H -4.794 1.503 3.646 0.100
H -3.902 1.635 5.176 0.098
H -4.675 3.075 4.457 0.096
H -1.103 3.599 3.672 0.093
H -2.543 4.329 4.416 0.094
H -1.728 2.950 5.205 0.098
O 0.392 2.483 0.576 -0.264
C 1.496 2.789 1.417 -0.144
C 1.572 1.700 2.438 -0.217
C 2.427 1.784 3.532 -0.011
C 2.459 0.725 4.434 -0.052
C 1.642 -0.379 4.217 -0.015
C 0.826 -0.380 3.098 -0.080
N 0.778 0.630 2.203 0.012
H 0.774 2.494 -0.440 0.196
H 1.316 3.759 1.887 0.134
H 2.416 2.824 0.824 0.129
H 3.055 2.656 3.684 0.116
H 3.113 0.761 5.300 0.106
H 1.640 -1.219 4.902 0.104
H 0.169 -1.217 2.883 -0.007
N 1.237 -8.870 5.148 0.151
C 1.052 -7.838 4.648 -0.184
C 0.824 -6.564 4.033 -0.238
C 1.696 -5.498 4.279 -0.015
C 1.469 -4.253 3.686 -0.001
C 0.372 -4.066 2.832 -0.167
C -0.497 -5.138 2.586 0.007
C -0.274 -6.381 3.186 -0.014
C 0.112 -2.743 2.215 -0.031
C 0.875 -2.335 1.179 -0.190
C 1.951 -3.039 0.515 0.016
C 2.461 -2.300 -0.472 0.058
C 1.639 -1.099 -0.373 -0.093
N 0.742 -1.110 0.559 0.034
C -1.019 -1.843 2.692 -0.310
C -1.853 -2.093 3.770 -0.001
C -2.729 -1.020 3.843 -0.019
C -2.385 -0.184 2.808 -0.264
N -1.363 -0.684 2.115 0.003
H 2.554 -5.627 4.937 0.121
H 2.149 -3.429 3.893 0.116
H -1.356 -5.008 1.929 0.131
H -0.963 -7.200 2.987 0.121
H 2.284 -4.032 0.773 0.115
H 3.249 -2.501 -1.170 0.101
H 1.809 -0.265 -1.068 -0.054
H -1.826 -2.947 4.433 0.113
H -3.519 -0.867 4.566 0.103
H -2.852 0.760 2.551 -0.137
O 2.826 0.666 -0.030 0.092
C 2.130 0.625 -1.037 -0.762
N 2.683 0.585 -2.272 0.202
C 1.716 0.631 -3.327 -0.226
C 0.464 0.636 -2.407 -0.337
O -0.693 0.665 -2.830 0.049
N 0.811 0.621 -1.111 -0.008
C 1.942 1.919 -4.145 -0.104
C 1.043 2.997 -4.124 -0.028
C 1.282 4.150 -4.877 -0.068
C 2.428 4.251 -5.662 -0.096
C 3.338 3.199 -5.694 -0.081
C 3.099 2.046 -4.943 -0.025
C 1.734 -0.631 -4.213 -0.114
C 2.651 -1.680 -4.018 -0.032
C 2.652 -2.800 -4.853 -0.080
C 1.733 -2.897 -5.896 -0.095
C 0.807 -1.878 -6.099 -0.074
C 0.806 -0.758 -5.265 -0.013
H 3.671 0.717 -2.388 0.171
H 0.142 2.951 -3.514 0.045
H 0.569 4.969 -4.841 0.104
H 2.611 5.150 -6.243 0.100
H 4.236 3.271 -6.301 0.102
H 3.820 1.232 -4.980 0.116
H 3.361 -1.639 -3.195 0.090
H 3.364 -3.601 -4.676 0.101
H 1.728 -3.773 -6.537 0.099
H 0.074 -1.953 -6.897 0.102
H 0.063 0.023 -5.421 0.118
O -1.230 -0.482 -0.727 -0.519
```